# 1
The following is a quantum chemistry calculation of a structure of composition C46H47BrN7O3PdTe, from OMol25.

The geometry in XYZ format:
```
106
Properties=species:S:1:pos:R:3:lowdin_charge:R:1
Te -3.11956 0.54409 2.63272 1.811
Pd 0.26072 -0.24534 0.24502 0.929
Br 2.16041 3.29872 -1.53964 0.807
O -0.72820 2.40469 1.90496 -0.074
O -3.75914 0.09845 0.28279 -0.241
O 0.07697 1.75535 -0.09848 -0.194
N -1.58202 -0.27137 0.72770 -0.150
N 1.19868 -4.35949 0.93952 -0.078
N 0.88973 -4.20632 -1.46614 -0.080
N 1.51073 0.34626 2.38756 0.102
N -1.02448 -4.45593 -0.01067 -0.073
N 2.38613 -0.10037 -0.15189 0.013
N 0.20226 -2.34419 -0.04466 -0.161
C -2.46112 -0.20593 -1.63730 -0.133
C 1.82580 0.54041 4.73584 -0.037
C 1.28645 5.82094 -0.73358 -0.151
C 2.79693 0.01939 2.25464 -0.218
C -7.65502 1.99608 3.89217 -0.269
C -0.18677 2.60108 0.82274 -0.607
C 3.29676 -0.04884 0.84248 -0.186
C -5.79858 2.00797 2.31549 -0.288
C -2.74883 -2.39939 3.38117 -0.341
C -5.25377 2.55656 1.02989 -0.065
C 3.13863 0.11745 4.60868 -0.056
C -1.46538 -1.94237 4.00714 -0.088
C -6.91614 1.15777 4.71729 -0.022
C 1.08130 -2.91410 1.02619 -0.167
C -2.51182 -0.29102 -4.44287 -0.097
C 4.13425 0.08379 -1.76636 -0.053
C -1.30788 -0.11226 -3.77415 -0.085
C -5.64489 0.72389 4.37134 -0.296
C 0.59523 6.77182 -0.00692 -0.088
C 4.65875 0.04127 0.56218 0.000
C -3.68121 -0.43125 -3.71383 -0.084
C -3.12640 -3.73843 3.46461 -0.067
C -4.29750 -4.19309 2.88352 -0.081
C -5.12083 -3.30352 2.21193 -0.074
C -0.30536 6.37245 0.97186 -0.078
C -4.92674 -0.17319 5.33928 -0.070
C -3.66278 -0.37625 -2.32931 -0.025
C 1.73829 -4.69497 -0.37894 -0.168
C -2.54117 -0.12351 -0.11910 -0.612
C -9.02704 2.45238 4.29421 -0.053
C -4.77214 -1.96471 2.13305 -0.107
C -1.28800 -0.09553 -2.38731 -0.073
C 0.15799 4.03880 0.47066 -0.138
C 5.07866 0.09916 -0.75446 -0.043
C 0.77218 -2.76242 -1.35482 -0.165
C -7.07661 2.41255 2.70626 -0.016
C 1.03981 0.63642 3.59386 -0.115
C -0.50593 5.02811 1.20190 -0.022
C -0.44218 -4.79542 -1.30286 -0.163
C 2.79945 -0.01303 -1.41510 -0.185
C 1.06492 4.46979 -0.49507 -0.566
C -3.59617 -1.51080 2.71410 -0.408
C -5.08903 1.13240 3.14354 -0.370
C -0.14213 -4.93924 1.04378 -0.163
C -1.13754 -3.01073 0.09044 -0.144
C 3.65159 -0.14043 3.34578 -0.013
H -3.88924 0.13266 5.49233 0.057
H 2.01648 -0.01839 -2.16334 0.108
H -2.48276 -4.43021 3.99611 0.107
H -5.09033 1.77585 0.29129 0.061
H -6.03618 -3.64782 1.74861 0.103
H -5.94387 3.29714 0.62761 0.076
H 1.76391 -2.32215 -1.45414 0.104
H -0.06116 -6.02664 0.97625 0.128
H -4.28547 3.04480 1.16990 0.078
H -0.85652 -2.79176 4.32184 0.081
H -0.88297 -1.34814 3.29963 0.029
H -0.35922 -5.88126 -1.38698 0.127
H -5.42473 -0.15596 6.30824 0.077
H -9.68558 1.60320 4.48343 0.080
H -4.62405 -0.56699 -4.22877 0.100
H -0.56920 -4.67559 2.01180 0.118
H -1.57048 -2.72582 1.04351 0.104
H 4.40855 0.15742 -2.80858 0.113
H -1.19395 4.68091 1.96130 0.115
H 4.67898 -0.45174 3.23428 0.103
H -8.99096 3.04646 5.20937 0.081
H -0.84608 7.10819 1.55117 0.102
H 0.76876 7.82200 -0.20162 0.103
H -4.56376 -5.23943 2.95186 0.101
H 5.38656 0.10266 1.35632 0.107
H -7.33743 0.83749 5.66452 0.117
H -9.48268 3.06462 3.51698 0.072
H -4.90658 -1.20509 4.98861 0.076
H 2.00378 6.11604 -1.48539 0.087
H -4.57798 -0.45172 -1.76064 0.111
H 0.12602 -2.37807 -2.14522 0.121
H 1.40186 0.79082 5.69882 0.108
H -1.64856 -1.31798 4.88477 0.076
H 1.82367 -5.78059 -0.45984 0.126
H -0.36670 0.06956 -1.82697 0.049
H -1.09341 -4.42734 -2.09872 0.133
H 0.66424 -2.62838 1.99167 0.116
H -0.38682 0.01198 -4.32930 0.099
H -5.41733 -1.26907 1.61350 0.105
H 3.77634 0.00231 5.47521 0.109
H 6.13334 0.17760 -0.98013 0.114
H -7.62388 3.08550 2.05543 0.112
H -2.54343 -0.31137 -5.52497 0.098
H 2.07378 -2.47570 0.92098 0.109
H 2.73477 -4.25633 -0.47838 0.128
H -1.77988 -2.64449 -0.70848 0.126
H 0.00391 0.95448 3.62001 0.083
```

Values from the calculation:
- molecular weight (g/mol) = 1059.852
- E_LUMO (spin up / spin down) (eV) = -0.38 / -0.38
- E_HOMO (spin up / spin down) (eV) = -6.310 / -7.451
- HOMO-LUMO gap (spin up / spin down) (eV) = 5.93 / 7.07
- spin multiplicity = 2
- total energy (eV) = -145852.8681

# 2
The following is a quantum chemistry calculation of a cluster of 2 separate species, C5H16N3 in total, from OMol25.

The geometry in XYZ format:
```
24
Properties=species:S:1:pos:R:3:nbo_charge:R:1
N -0.27493 0.53387 1.25323 -0.413
N -0.84602 -1.26128 -0.56700 -0.638
N 0.39276 0.05133 -2.26493 -0.806
C -1.29708 0.57298 1.99457 0.076
C 0.92242 1.33415 1.55584 -0.234
C -0.07195 -2.48288 -0.28114 -0.426
C 1.30618 2.24716 0.38393 -0.620
C -0.71412 -0.81978 -1.98943 -0.061
H -0.28120 -2.79916 0.72924 0.216
H -2.15669 -0.02910 1.72960 0.205
H 2.07764 2.92748 0.72599 0.250
H 0.44154 2.81812 0.05427 0.221
H 0.25179 0.96049 -1.83722 0.358
H 1.26856 -0.32461 -1.91139 0.359
H -0.34475 -3.29294 -0.96093 0.215
H 0.98506 -2.25711 -0.35474 0.205
H -1.64574 -0.30718 -2.25579 0.204
H 1.73245 1.68664 -0.44372 0.214
H 0.68570 1.95877 2.42258 0.210
H -1.82910 -1.45558 -0.39919 0.387
H -0.63506 -1.70352 -2.61560 0.193
H -0.38253 -0.21254 0.33824 0.444
H -1.31473 1.20029 2.87732 0.211
H 1.72977 0.65440 1.81628 0.231
```

Values from the calculation:
- molecular weight (g/mol) = 118.204
- energy above the lowest of the compared OMol25 structures with the same formula, charge and spin (kJ/mol) = 176.0
- E_LUMO (eV) = -3.85
- charge = +1
- E_HOMO (eV) = -13.612
- HOMO-LUMO gap (eV) = 9.77
- spin multiplicity = 1
- total energy (eV) = -9907.8916

# 3
The following is a quantum chemistry calculation of a structure of composition C17H18NOS2 at a distorted geometry, from OMol25.

The geometry in XYZ format:
```
39
Properties=species:S:1:pos:R:3:nbo_charge:R:1
S -1.10501 0.76553 5.06641 0.163
S 1.56645 -0.00802 5.60933 0.204
O -0.18380 1.38876 1.58249 -0.548
N 1.81919 -0.56095 2.21666 -0.270
C 0.07985 1.52669 7.58430 -0.463
C 3.66312 -1.82080 1.36329 -0.233
C -4.05908 0.24776 0.95631 -0.203
C -0.81235 2.07139 6.52813 -0.408
C -0.43411 0.26214 1.98680 0.567
C -4.44819 -1.10547 0.99053 -0.165
C 2.35355 -1.79269 1.87023 0.101
C -2.16999 -1.73116 1.60707 -0.204
C 4.38305 -0.66852 1.15099 -0.093
C 0.52006 0.60258 4.28749 -0.533
C -2.75070 0.60688 1.21715 -0.184
C 0.54347 -0.35716 2.99367 -0.151
C 3.74695 0.54641 1.35436 -0.211
C -3.49604 -2.07840 1.27589 -0.217
C 2.43445 0.56339 1.76398 0.088
C 1.41253 1.25278 6.96573 -0.493
C -1.78267 -0.36015 1.55342 -0.091
H -0.39607 3.00334 6.11682 0.217
H 1.73838 -2.69506 2.07713 0.253
H 0.12730 -1.31752 3.27320 0.246
H -1.43595 -2.47980 1.96123 0.208
H 1.84014 1.48892 1.79861 0.285
H -5.51214 -1.39070 0.78850 0.237
H 0.91968 1.69002 3.85471 0.244
H 1.77558 2.19672 6.60257 0.212
H -0.36624 0.71066 8.13544 0.229
H 0.15729 2.26845 8.36274 0.237
H 5.41856 -0.69560 0.75632 0.259
H -2.50703 1.66285 1.29079 0.243
H 4.23988 1.49580 1.21224 0.257
H 2.08318 0.92254 7.73547 0.248
H -3.80680 -3.12853 1.37612 0.232
H -1.83355 2.23114 6.87819 0.242
H -4.83686 1.03497 0.73762 0.235
H 4.11294 -2.78406 1.16556 0.259
```

Values from the calculation:
- molecular weight (g/mol) = 316.471
- energy above the lowest of the compared OMol25 structures with the same formula, charge and spin (kJ/mol) = 126.4
- E_LUMO (eV) = -4.37
- charge = +1
- E_HOMO (eV) = -11.108
- HOMO-LUMO gap (eV) = 6.74
- spin multiplicity = 1
- total energy (eV) = -43121.1706